19 unconnected molecules or ions with the total composition C76H209N19O19, computed with ωB97M-V/def2-TZVPD.

Values from the calculation:
Charge: 0
Gap between HOMO and LUMO: 0.3365 Eh
Total energy: -5490.44513 hartree
ΔE to the lowest compared entry with this formula, charge and spin: 3.380 eV
Lowest unoccupied orbital energy: 0.60 eV

The geometry in XYZ format:
```
323
Properties=species:S:1:pos:R:3:lowdin_charge:R:1
C 24.943 20.763 23.108 -0.044
C 25.271 20.434 24.561 -0.449
C 26.722 20.665 24.785 -0.244
O 27.432 19.936 23.831 -0.218
C 28.879 20.043 23.869 -0.049
N 24.357 21.142 25.464 0.051
H 25.322 21.747 22.911 0.064
H 23.857 20.869 22.903 0.077
H 25.410 20.099 22.403 0.056
H 25.093 19.369 24.820 0.127
H 27.056 20.529 25.826 0.132
H 26.711 21.780 24.559 0.141
H 29.256 19.339 23.167 0.076
H 29.289 19.888 24.856 0.087
H 29.137 21.006 23.485 0.067
H 24.657 21.055 26.403 0.057
H 24.118 22.118 25.223 0.096
C 17.545 22.814 19.350 -0.030
C 17.553 23.506 17.938 -0.429
C 17.424 22.493 16.827 -0.167
O 17.289 23.100 15.516 -0.194
C 17.055 22.193 14.533 -0.153
N 16.523 24.519 17.888 0.059
H 17.790 23.557 20.140 0.063
H 18.331 22.033 19.331 0.071
H 16.571 22.313 19.419 0.075
H 18.459 24.079 17.819 0.096
H 16.583 21.846 17.000 0.092
H 18.258 21.751 16.729 0.110
H 17.617 21.293 14.708 0.052
H 17.331 22.683 13.584 0.105
H 16.000 21.870 14.528 0.093
H 15.676 24.198 18.313 0.064
H 16.393 24.895 16.962 0.074
C 21.025 18.515 24.311 -0.050
C 20.595 19.945 24.699 -0.428
C 19.142 20.259 24.466 -0.177
O 19.001 20.312 23.028 -0.210
C 17.912 21.037 22.563 -0.135
N 20.831 20.394 26.092 0.039
H 22.097 18.423 24.225 0.063
H 20.492 18.291 23.360 0.075
H 20.663 17.786 25.000 0.061
H 21.149 20.566 23.997 0.126
H 18.937 21.225 24.951 0.126
H 18.566 19.464 24.895 0.121
H 17.117 21.149 23.276 0.078
H 17.483 20.718 21.573 0.079
H 18.160 22.115 22.305 0.081
H 21.850 20.519 26.120 0.046
H 20.557 19.628 26.707 0.072
C 19.776 14.899 16.391 -0.044
C 20.133 16.145 17.210 -0.355
C 18.911 17.170 17.134 -0.185
O 19.212 18.389 17.731 -0.196
C 19.781 19.293 16.805 -0.101
N 20.398 15.631 18.574 0.084
H 18.934 14.406 16.880 0.073
H 20.611 14.207 16.533 0.074
H 19.583 15.057 15.329 0.063
H 20.960 16.685 16.842 0.105
H 18.153 16.664 17.646 0.099
H 18.687 17.366 16.120 0.067
H 20.567 18.863 16.208 0.074
H 20.303 20.100 17.366 0.073
H 18.998 19.706 16.155 0.070
H 20.492 16.344 19.254 0.015
H 19.618 15.079 18.927 0.051
C 21.162 25.522 16.856 -0.026
C 21.439 25.370 15.327 -0.427
C 21.118 24.008 14.762 -0.190
O 21.831 22.985 15.444 -0.186
C 21.340 21.723 15.127 -0.122
N 20.762 26.294 14.459 0.060
H 21.774 24.962 17.542 0.047
H 20.118 25.319 17.115 0.060
H 21.349 26.581 17.088 0.068
H 22.477 25.560 15.291 0.122
H 21.348 24.007 13.702 0.130
H 20.038 23.896 14.864 0.118
H 20.258 21.767 15.181 0.071
H 21.663 20.981 15.860 0.074
H 21.610 21.361 14.127 0.097
H 19.762 26.117 14.517 0.073
H 20.918 27.206 14.891 0.047
C 15.903 19.158 16.795 -0.037
C 15.197 19.599 18.105 -0.395
C 13.694 19.318 18.234 -0.187
O 12.889 20.004 17.281 -0.167
C 12.793 21.385 17.503 -0.130
N 15.930 19.165 19.352 0.062
H 15.790 18.073 16.832 0.080
H 16.978 19.375 16.745 0.050
H 15.426 19.582 15.905 0.073
H 15.258 20.680 18.216 0.083
H 13.419 19.505 19.274 0.123
H 13.477 18.288 17.991 0.119
H 13.693 21.966 17.430 0.061
H 12.276 21.698 18.427 0.094
H 12.109 21.785 16.752 0.088
H 16.881 19.522 19.236 0.058
H 16.082 18.172 19.259 0.006
C 24.461 18.151 15.943 -0.050
C 25.382 18.682 14.881 -0.423
C 26.744 17.980 14.830 -0.167
O 27.571 18.372 15.954 -0.184
C 28.598 19.259 15.552 -0.122
N 24.696 18.389 13.593 0.069
H 23.981 17.267 15.500 0.070
H 23.650 18.926 16.050 0.086
H 24.974 18.026 16.878 0.065
H 25.544 19.772 14.964 0.107
H 27.176 18.312 13.885 0.113
H 26.640 16.891 14.835 0.124
H 29.433 18.747 15.108 0.082
H 28.927 19.821 16.393 0.048
H 28.314 20.040 14.821 0.093
H 23.748 18.613 13.806 0.015
H 24.927 19.036 12.890 0.059
C 27.576 15.034 24.229 -0.070
C 26.383 15.867 23.868 -0.415
C 25.488 16.329 25.087 -0.170
O 25.023 15.188 25.848 -0.209
C 24.305 15.525 27.002 -0.130
N 26.863 17.056 23.121 0.039
H 27.442 14.080 24.792 0.090
H 28.239 15.614 24.873 0.079
H 28.049 14.799 23.288 0.068
H 25.647 15.340 23.192 0.130
H 24.623 16.719 24.595 0.096
H 25.904 17.088 25.670 0.094
H 24.831 16.227 27.642 0.078
H 24.113 14.575 27.561 0.100
H 23.334 15.972 26.694 0.086
H 27.359 17.661 23.833 0.073
H 26.211 17.718 22.673 0.073
C 26.895 23.109 16.800 -0.072
C 25.923 22.014 16.878 -0.413
C 25.004 22.234 18.062 -0.149
O 25.867 22.414 19.218 -0.229
C 26.217 21.242 19.885 -0.093
N 25.066 22.005 15.641 0.074
H 26.407 24.086 16.570 0.104
H 27.528 22.923 15.958 0.073
H 27.460 23.339 17.702 0.058
H 26.549 21.089 16.993 0.135
H 24.373 21.390 18.230 0.108
H 24.382 23.095 17.918 0.114
H 25.357 20.799 20.353 0.057
H 26.924 21.564 20.691 0.092
H 26.791 20.619 19.198 0.093
H 24.137 22.345 15.865 0.046
H 25.437 22.601 14.936 0.059
C 20.268 15.134 23.475 -0.068
C 21.718 15.340 23.172 -0.422
C 22.640 14.165 23.581 -0.184
O 22.148 12.958 22.987 -0.219
C 22.755 11.711 23.488 -0.058
N 21.990 15.633 21.762 0.075
H 19.605 15.835 23.064 0.038
H 20.006 15.114 24.562 0.097
H 19.893 14.184 23.059 0.068
H 22.086 16.196 23.708 0.089
H 22.726 14.023 24.675 0.119
H 23.650 14.395 23.230 0.102
H 23.814 11.665 23.177 0.089
H 22.166 10.831 23.163 0.090
H 22.692 11.756 24.557 0.065
H 21.890 14.769 21.233 0.053
H 21.271 16.242 21.355 0.039
C 18.082 28.492 16.065 -0.068
C 18.683 29.439 17.024 -0.487
C 19.901 30.181 16.431 -0.179
O 20.904 29.203 16.093 -0.238
C 22.135 29.799 15.627 -0.085
N 17.689 30.381 17.455 0.039
H 18.842 27.765 15.768 0.050
H 17.855 28.997 15.151 0.078
H 17.145 28.023 16.474 0.101
H 19.162 28.849 17.844 0.123
H 20.335 30.764 17.298 0.136
H 19.689 30.860 15.630 0.119
H 22.870 29.036 15.472 0.073
H 22.572 30.463 16.429 0.097
H 21.963 30.480 14.786 0.088
H 16.985 29.956 18.065 0.085
H 18.060 31.179 17.978 0.078
C 20.915 27.400 20.618 -0.059
C 19.915 26.233 20.537 -0.417
C 19.129 25.843 21.862 -0.181
O 20.008 25.645 22.983 -0.204
C 19.261 25.334 24.165 -0.085
N 18.841 26.690 19.677 0.032
H 21.465 27.559 19.645 0.078
H 21.649 27.229 21.407 0.064
H 20.358 28.345 20.684 0.076
H 20.450 25.298 20.180 0.122
H 18.509 24.998 21.576 0.086
H 18.430 26.672 22.085 0.130
H 18.528 24.542 23.862 0.092
H 18.814 26.229 24.500 0.068
H 19.917 24.936 24.941 0.089
H 19.027 26.863 18.691 0.052
H 18.084 26.017 19.672 0.046
C 22.716 18.672 19.439 -0.076
C 21.904 19.292 20.540 -0.367
C 21.881 20.814 20.257 -0.227
O 21.458 21.059 18.923 -0.216
C 21.107 22.458 18.623 -0.063
N 20.481 18.650 20.586 0.069
H 22.781 17.572 19.489 0.063
H 23.720 19.142 19.281 0.083
H 22.250 18.801 18.413 0.082
H 22.367 19.083 21.568 0.138
H 22.894 21.271 20.618 0.124
H 21.160 21.219 21.027 0.121
H 21.944 23.156 18.481 0.051
H 20.582 22.884 19.591 0.109
H 20.384 22.503 17.815 0.063
H 20.180 18.651 19.567 0.054
H 19.802 19.245 21.077 0.040
C 17.375 16.290 13.037 -0.058
C 17.824 17.626 13.519 -0.485
C 19.190 18.029 13.279 -0.200
O 20.208 17.224 13.928 -0.186
C 21.490 17.654 13.730 -0.165
N 16.976 18.753 13.057 0.051
H 17.649 15.412 13.631 0.077
H 17.750 16.115 11.996 0.096
H 16.292 16.347 12.944 0.074
H 17.700 17.521 14.662 0.138
H 19.283 19.049 13.597 0.105
H 19.434 17.912 12.152 0.162
H 21.659 18.696 13.975 0.061
H 21.778 17.581 12.674 0.092
H 22.140 17.072 14.383 0.079
H 16.895 18.729 11.993 0.116
H 16.073 18.685 13.447 0.044
C 29.675 22.882 19.713 -0.071
C 30.099 21.581 20.332 -0.449
C 30.688 20.736 19.157 -0.222
O 31.313 19.629 19.724 -0.189
C 31.279 18.530 18.791 -0.085
N 31.001 21.880 21.413 0.052
H 28.812 22.779 19.100 0.036
H 30.491 23.170 19.002 0.098
H 29.537 23.631 20.498 0.065
H 29.248 21.068 20.706 0.107
H 31.481 21.411 18.762 0.127
H 29.945 20.585 18.361 0.113
H 30.255 18.208 18.547 0.075
H 31.796 17.705 19.312 0.089
H 31.897 18.759 17.883 0.101
H 31.506 21.024 21.646 0.076
H 31.682 22.608 21.203 0.082
C 27.272 24.643 21.178 -0.077
C 26.153 25.682 21.433 -0.416
C 24.761 25.175 20.907 -0.174
O 24.312 24.251 21.881 -0.180
C 22.968 23.969 21.585 -0.110
N 26.101 26.240 22.783 0.054
H 28.189 25.205 21.414 0.072
H 27.266 24.289 20.125 0.062
H 27.111 23.736 21.838 0.093
H 26.478 26.456 20.775 0.113
H 24.734 24.577 19.972 0.116
H 24.148 26.100 20.887 0.124
H 22.738 23.016 22.033 0.066
H 22.733 23.822 20.516 0.073
H 22.248 24.666 21.952 0.067
H 27.046 26.513 23.035 0.070
H 25.752 25.575 23.435 0.052
C 23.142 13.356 13.511 -0.054
C 23.981 13.898 12.329 -0.410
C 23.526 13.191 11.061 -0.200
O 24.494 13.562 10.056 -0.189
C 24.095 13.324 8.758 -0.144
N 23.709 15.358 12.125 0.055
H 23.325 13.832 14.464 0.046
H 23.136 12.271 13.516 0.069
H 22.134 13.675 13.293 0.066
H 25.022 13.746 12.427 0.115
H 22.517 13.571 10.893 0.123
H 23.466 12.076 11.260 0.139
H 24.891 13.646 8.093 0.086
H 23.142 13.806 8.460 0.100
H 24.058 12.279 8.594 0.068
H 24.141 15.913 12.823 0.023
H 24.040 15.630 11.194 0.073
C 23.542 13.656 18.844 -0.034
C 24.326 14.867 18.208 -0.406
C 25.445 15.272 19.146 -0.233
O 26.168 16.310 18.527 -0.214
C 27.418 16.510 19.132 -0.104
N 24.767 14.519 16.848 0.052
H 23.461 13.709 19.931 0.059
H 24.069 12.702 18.666 0.082
H 22.605 13.639 18.417 0.020
H 23.690 15.774 18.150 0.121
H 26.181 14.443 19.307 0.131
H 25.081 15.506 20.164 0.125
H 27.886 17.419 18.752 0.070
H 28.025 15.617 18.868 0.100
H 27.337 16.594 20.204 0.065
H 25.475 15.201 16.507 0.071
H 25.273 13.654 16.987 0.064
C 16.079 16.898 21.946 -0.034
C 16.677 16.067 20.779 -0.399
C 17.065 14.673 21.187 -0.168
O 17.565 13.974 20.016 -0.231
C 18.335 12.814 20.227 -0.091
N 15.841 16.054 19.515 0.035
H 15.185 16.415 22.283 0.066
H 15.876 17.901 21.538 0.059
H 16.788 16.989 22.748 0.065
H 17.557 16.612 20.430 0.124
H 16.168 14.117 21.458 0.131
H 17.748 14.609 21.971 0.084
H 17.657 11.972 20.318 0.088
H 18.990 12.863 21.082 0.075
H 18.951 12.797 19.333 0.083
H 16.259 15.348 18.923 0.050
H 14.890 15.626 19.687 0.103
```